DFT (the ωB97M-V functional and the def2-TZVPD basis) results for 2 unconnected molecules or ions with the total composition C5H5O2S.

Calculated values
Kohn-Sham gap (eV): 6.74
Calculated total energy (eV): -20193.52882
Highest occupied orbital energy (eV): -3.33

```
! RIJCOSX wB97M-V def2-TZVPD def2/J DEFGRID3
* xyz -1 1
S 0.665 2.644 0.421
O 0.628 -1.130 -0.647
O -3.721 -1.600 -0.603
C 1.059 0.922 -0.138
C -0.018 0.010 -0.517
C 1.958 -1.048 -0.435
C 2.283 0.277 -0.075
C -3.178 -0.710 0.090
H 2.627 -1.847 -0.757
H 0.388 2.371 1.633
H -2.091 -0.478 -0.063
H 3.187 0.683 0.331
H -3.787 -0.095 0.760
*
```